The following is a DFT calculation (the ωB97M-V functional and the def2-TZVPD basis) of an isolated molecule of C3H10N2O in a non-equilibrium geometry.

Results
* SMILES: NC[C@@H](N)CO
* total charge: 0
* DFT total energy: -304.95758 hartree
* gap between HOMO and LUMO: 9.3 eV
* maximum force: 0.134 hartree/bohr
* HOMO: -8.49 eV

```
16
C3H10N2O | the OMol25 dataset | the ωB97M-V functional and the def2-TZVPD basis
N 2.159 -0.834 -0.222
C 0.562 -0.993 0.338
C -0.041 0.335 0.387
N 0.330 1.432 -0.427
C -1.658 -0.312 -0.164
O -2.650 0.418 0.539
H 2.661 -0.149 0.343
H 2.199 -0.525 -1.193
H 0.235 -1.842 -0.258
H 0.736 -1.371 1.343
H -0.196 0.677 1.412
H 0.673 1.154 -1.340
H 0.970 2.077 0.021
H -1.703 -0.042 -1.224
H -1.934 -1.366 -0.119
H -2.343 1.341 0.563
```